ORCA calculation (ωB97M-V with the def2-TZVPD basis set) on a 2-piece molecular cluster, C4H12N3O overall.

```
20
Properties=species:S:1:pos:R:3:forces:R:3:nbo_charge:R:1
O -1.34237 2.84461 -0.88876 -0.344 -1.820 -0.404 -0.755
N -1.58442 0.40867 -1.45588 -1.204 1.067 -1.606 -0.833
N 0.19066 -0.77478 0.87640 1.127 -1.935 -0.415 -0.583
N 1.57938 -0.25280 2.95327 -4.498 0.456 0.517 -0.910
C 0.29604 -1.47330 -1.61573 1.467 -1.424 1.186 -0.364
C 0.62118 0.19074 1.94975 -0.350 0.195 2.428 -0.105
C 0.89074 -0.73987 -0.46468 -0.359 1.990 1.490 -0.324
C -1.62859 1.57907 -0.49066 2.233 1.442 0.871 0.071
H -0.83176 -0.37495 -1.47098 -0.540 0.152 0.209 0.316
H 0.90182 1.18482 1.48874 -0.471 -0.903 -0.014 0.168
H 0.30339 -2.63042 -1.43688 -0.869 2.086 -0.720 0.195
H -1.64054 0.85821 -2.40721 0.318 -0.815 0.992 0.350
H 0.98340 0.36700 -0.76986 -0.014 -1.571 0.756 0.227
H 1.91299 -1.13897 -0.33787 0.068 -0.081 -0.090 0.240
H -2.69097 1.52757 -0.24861 -0.764 -0.123 0.275 0.171
H -0.32112 0.31832 2.60326 0.909 0.212 -1.435 0.172
H 0.70452 -1.11214 -2.55391 0.015 -0.370 -0.177 0.197
H 2.41435 -0.33413 2.53387 4.108 -0.574 -2.117 0.271
H -0.99659 1.31515 0.40044 -0.907 -0.187 -0.654 0.137
H 0.23787 -1.76280 1.33532 0.075 2.204 -1.091 0.359
```
Forces are in eV/Å.

energy relative to the best compared isomer or geometry (same formula, charge and spin): 9.7130 eV
HOMO-LUMO gap: 3.17 eV
total charge: -1
highest occupied orbital energy: -2.72 eV
LUMO level: 0.4476 eV